(1)
ORCA calculation (ωB97M-V/def2-TZVPD) on an isolated molecule of C2H5N3S2 at a distorted geometry.

```
12
Properties=species:S:1:pos:R:3:nbo_charge:R:1
N -1.531 0.118 -1.747 -0.71
N -1.665 -0.752 -0.624 -0.23
C -0.971 -0.753 0.372 0.19
N 0.045 0.330 0.587 -0.57
S 0.066 0.866 2.324 0.16
C 1.236 0.221 -0.150 -0.08
S 1.342 -0.630 -1.564 -0.09
H -2.377 0.061 -2.467 0.39
H -0.544 0.055 -2.104 0.38
H -0.977 -1.321 1.328 0.20
H -0.335 2.017 1.844 0.13
H 2.170 0.723 0.388 0.22
```

Relative energy (zero: lowest compared OMol25 entry of this formula, charge and spin) ... 97.56 kcal/mol
Max |F| ... 4.83 eV/A
SMILES string ... N/N=C\N(S)C=S
HOMO energy ... -0.3242 Ha


(2)
ORCA calculation (ωB97M-V/def2-TZVPD) on a structure of composition C20H26AsF3N3NiOS6Sb.

```
62
Properties=species:S:1:pos:R:3:nbo_charge:R:1
Ni 1.028 0.059 0.389 0.63
F 3.685 -3.515 -2.282 -0.32
C 2.382 -3.738 -2.532 0.99
F 2.285 -5.052 -2.861 -0.35
F 2.083 -3.056 -3.656 -0.33
C 1.493 -3.388 -1.383 -0.27
C 0.687 -4.352 -0.793 -0.11
C -0.129 -4.027 0.276 -0.31
C -0.117 -2.719 0.738 0.11
N 0.652 -1.801 0.168 -0.55
C 1.465 -2.083 -0.875 0.11
S 2.349 -0.676 -1.342 -0.30
H 0.705 -5.364 -1.175 0.22
H -0.755 -4.766 0.753 0.22
H -0.694 -2.391 1.599 0.26
S 0.723 -0.181 6.364 -0.75
As 0.617 -1.094 4.486 0.56
S 0.987 2.202 0.762 -0.50
S -0.049 0.953 2.041 -0.42
S -1.320 -1.791 4.041 -0.80
C -1.408 2.773 -3.272 -0.61
C -1.711 1.283 -3.379 -0.40
C -1.076 0.496 -2.240 -0.24
N -1.692 0.794 -0.957 -0.61
C -2.720 0.117 -0.469 0.32
S -3.437 -1.218 -1.175 -0.29
N -3.206 0.598 0.759 -0.66
C -3.418 1.906 1.125 0.66
O -3.621 2.223 2.277 -0.57
C -3.554 2.927 0.029 -0.05
C -2.974 4.176 0.209 -0.19
C -3.186 5.177 -0.727 -0.22
C -3.997 4.941 -1.830 -0.22
C -4.581 3.694 -2.006 -0.21
C -4.353 2.683 -1.083 -0.22
H -1.884 3.342 -4.073 0.19
H -0.330 2.946 -3.320 0.20
H -1.760 3.178 -2.322 0.22
H -1.322 0.889 -4.322 0.20
H -2.789 1.100 -3.380 0.20
H -0.018 0.746 -2.147 0.23
H -1.154 -0.577 -2.405 0.23
H -1.168 1.394 -0.317 0.46
H -3.273 -0.066 1.520 0.45
H -2.358 4.342 1.083 0.24
H -2.717 6.144 -0.595 0.21
H -4.165 5.726 -2.557 0.20
H -5.208 3.504 -2.868 0.20
H -4.794 1.703 -1.221 0.23
C 5.497 -2.188 1.241 -1.02
Sb 3.585 -2.036 2.246 1.03
C 4.380 -2.596 4.181 -1.01
C 3.806 0.070 2.594 -0.99
H 6.240 -1.581 1.763 0.20
H 5.381 -1.827 0.219 0.23
H 5.835 -3.225 1.213 0.21
H 5.433 -2.312 4.246 0.20
H 4.283 -3.668 4.355 0.21
H 3.813 -2.065 4.947 0.24
H 4.463 0.224 3.452 0.21
H 2.837 0.527 2.785 0.25
H 4.247 0.517 1.703 0.22
```

Relative energy (zero: lowest compared OMol25 entry of this formula, charge and spin) ... 8.42 kcal/mol
Max |F| ... 0.22 eV/A
Charge ... -2
HOMO energy ... -0.0567 Ha


(3)
ORCA calculation (ωB97M-V/def2-TZVPD) on a structure of composition C44H45BIN9O5W at a distorted geometry.

```
106
Properties=species:S:1:pos:R:3:mulliken_spin:R:1
W 0.067 -0.457 0.102 1.46
C 0.914 -4.358 -3.449 0.00
C 0.154 -3.930 -2.182 0.00
C -0.938 -2.911 -2.521 0.00
C 1.141 -3.548 -1.106 0.02
C 2.075 -4.489 -0.657 0.00
C 2.749 -3.880 0.370 0.00
N 2.255 -2.647 0.527 -0.02
N 1.268 -2.411 -0.386 0.07
B 2.767 -1.648 1.576 -0.07
N 1.620 -1.322 2.544 0.04
C 1.650 -1.380 3.883 0.02
C 0.392 -1.090 4.361 0.01
C -0.394 -0.844 3.232 0.00
N 0.378 -0.969 2.126 -0.06
C -1.878 -0.606 3.209 0.04
C -2.575 -1.586 4.160 0.00
C -2.261 0.837 3.550 0.00
N 3.217 -0.415 0.816 -0.01
C 4.359 0.264 0.962 0.00
C 4.351 1.311 0.074 0.00
C 3.128 1.209 -0.593 0.02
N 2.443 0.155 -0.132 0.17
C 2.649 2.130 -1.663 -0.02
C 3.564 2.057 -2.889 0.00
C 2.586 3.561 -1.123 0.00
H 0.222 -4.842 -4.132 0.00
H 1.352 -3.499 -3.949 0.00
H 1.709 -5.061 -3.214 0.00
H -0.343 -4.829 -1.794 0.00
H -0.609 -1.896 -2.312 0.01
H -1.185 -2.977 -3.576 0.00
H -1.841 -3.111 -1.949 0.00
H 2.215 -5.483 -1.027 0.00
H 3.534 -4.246 0.998 0.00
H 3.668 -2.120 2.183 0.00
H 2.554 -1.631 4.400 0.00
H 0.077 -1.060 5.382 0.00
H -2.244 -0.794 2.190 0.00
H -2.364 -1.342 5.199 0.00
H -3.650 -1.543 4.004 0.00
H -2.249 -2.605 3.967 0.00
H -1.754 1.192 4.444 0.00
H -2.008 1.492 2.722 0.00
H -3.336 0.890 3.710 0.00
H 5.099 -0.033 1.677 0.00
H 5.104 2.057 -0.067 0.00
H 1.641 1.832 -1.938 0.01
H 4.553 2.444 -2.646 0.00
H 3.672 1.032 -3.239 0.00
H 3.153 2.658 -3.699 0.00
H 3.584 3.935 -0.909 0.00
H 2.118 4.220 -1.853 0.00
H 1.999 3.590 -0.208 0.00
I -2.581 0.571 -0.940 -0.01
C -3.583 -1.297 -0.574 -0.03
C -4.893 -1.445 -0.973 0.02
C -5.546 -2.653 -0.733 -0.01
C -4.874 -3.656 -0.092 0.02
C -3.530 -3.510 0.308 -0.03
C -2.888 -4.573 0.962 0.05
C -1.600 -4.407 1.395 -0.03
C -0.919 -3.216 1.154 0.02
C -1.432 -2.102 0.459 0.15
C -2.815 -2.290 0.064 -0.04
H -5.392 -0.628 -1.466 0.00
H -6.574 -2.782 -1.032 0.00
H -5.375 -4.584 0.140 0.00
H -3.429 -5.495 1.114 0.00
H -1.094 -5.199 1.927 0.00
H 0.077 -3.197 1.585 0.03
O 0.311 -0.070 -1.727 0.01
C 0.463 0.178 -3.017 -0.03
C 1.226 -0.697 -3.806 0.03
C 1.259 -0.575 -5.176 -0.01
C 0.518 0.422 -5.804 0.02
C -0.146 1.359 -5.042 -0.01
C -0.147 1.306 -3.648 0.03
C -0.622 2.414 -2.855 0.01
N -0.491 2.497 -1.536 0.00
C -0.907 3.742 -1.190 0.00
C -1.304 4.432 -2.296 0.00
N -1.119 3.582 -3.350 0.00
H 1.775 -1.481 -3.299 0.00
H 1.845 -1.266 -5.766 0.00
H 0.491 0.490 -6.881 0.00
H -0.677 2.157 -5.541 0.00
H -0.888 4.066 -0.172 0.00
H -1.698 5.421 -2.414 0.00
H -1.342 3.782 -4.310 0.00
O 1.530 1.272 1.871 0.03
C 0.452 1.875 1.716 0.06
O -0.471 1.313 0.995 0.02
C 0.252 3.168 2.383 0.00
C 1.337 3.649 3.137 0.00
C 1.239 4.831 3.843 0.00
C 0.081 5.584 3.789 0.00
C -0.988 5.124 3.008 0.00
C -0.919 3.911 2.331 0.00
N -2.167 5.908 2.898 0.00
O -2.203 6.986 3.489 0.00
O -3.087 5.471 2.207 0.00
H 2.235 3.052 3.152 0.00
H 2.071 5.167 4.443 0.00
H -0.025 6.512 4.330 0.00
H -1.787 3.576 1.780 0.00
```

Relative energy (zero: lowest compared OMol25 entry of this formula, charge and spin) ... 26.84 kcal/mol
⟨S²⟩ ... 2.022
Max |F| ... 3.02 eV/A
Spin multiplicity ... 3
HOMO energy (spin up / spin down) ... -0.2552 / -0.2826 Ha


(4)
ORCA calculation (ωB97M-V/def2-TZVPD) on a structure of composition C21H23Br39O3 at a distorted geometry.

```
86
Properties=species:S:1:pos:R:3:lowdin_charge:R:1
C 2.061 2.501 -0.016 -0.20
C 0.786 2.812 0.186 -0.06
C -0.696 3.455 0.411 -0.20
C -1.807 2.254 0.442 -0.19
C -3.263 3.014 0.472 -0.13
C -4.491 1.973 0.638 -0.21
C -5.373 2.029 -0.709 -0.08
O -6.697 2.038 -0.076 -0.17
C -6.500 3.058 0.965 -0.48
O -7.180 4.102 1.156 -0.01
O -5.340 2.573 1.703 -0.02
H 3.204 2.624 -0.154 -0.06
H -0.762 4.016 1.431 0.13
H -0.955 4.149 -0.483 0.05
H -1.645 1.719 1.467 0.13
H -1.717 1.536 -0.456 0.12
H -3.223 3.680 1.429 0.14
H -3.399 3.723 -0.429 0.09
H -4.187 0.928 1.058 0.18
H -5.113 1.181 -1.442 0.15
H -5.391 2.988 -1.344 0.14
C 4.468 -0.646 -1.534 -1.53
Br 3.733 0.730 -0.373 0.76
Br 3.329 -2.216 -1.599 0.55
Br 4.855 0.038 -3.309 0.56
H 5.419 -0.960 -1.099 -0.04
C -7.895 -1.208 0.561 -1.64
Br -7.350 -1.111 2.422 0.51
Br -6.727 -2.364 -0.473 0.56
Br -9.760 -1.718 0.381 0.57
H -7.798 -0.204 0.148 -0.09
C 1.360 -0.202 -4.785 -1.60
Br 1.265 1.337 -3.608 0.54
Br -0.366 -1.070 -4.976 0.59
Br 2.134 0.251 -6.506 0.57
H 2.030 -0.924 -4.314 -0.07
C -1.342 6.679 -3.057 -1.59
Br -3.126 6.271 -2.408 0.54
Br -0.544 8.158 -2.087 0.57
Br -0.193 5.113 -3.047 0.58
H -1.444 6.996 -4.095 -0.02
C -10.321 2.468 2.687 -1.53
Br -10.795 1.279 4.147 0.57
Br -8.844 1.770 1.640 0.78
Br -11.854 2.895 1.576 0.58
H -9.981 3.403 3.134 -0.02
C 6.342 -5.432 -1.792 -1.56
Br 4.506 -6.049 -1.932 0.59
Br 6.573 -3.673 -2.580 0.56
Br 6.986 -5.491 0.038 0.54
H 6.955 -6.124 -2.369 -0.02
C 3.339 -5.132 1.640 -1.60
Br 3.198 -7.039 1.979 0.54
Br 1.615 -4.249 1.758 0.56
Br 4.661 -4.289 2.785 0.52
H 3.687 -5.017 0.613 -0.10
C 7.479 -6.426 4.811 -1.59
Br 8.595 -7.308 6.132 0.57
Br 8.378 -6.267 3.097 0.54
Br 5.746 -7.284 4.641 0.54
H 7.299 -5.413 5.172 -0.02
C -6.034 8.725 -0.413 -1.61
Br -6.140 6.817 -0.071 0.58
Br -7.779 9.571 -0.329 0.56
Br -4.751 9.597 0.754 0.55
H -5.670 8.846 -1.434 -0.03
C 12.490 -7.135 7.529 -1.63
Br 13.148 -5.567 6.594 0.55
Br 12.540 -8.718 6.407 0.54
Br 13.416 -7.414 9.212 0.56
H 11.443 -6.947 7.768 -0.05
C -2.382 0.881 -7.615 -1.63
Br -2.473 2.420 -6.435 0.54
Br -4.110 0.018 -7.809 0.56
Br -1.605 1.336 -9.335 0.55
H -1.715 0.158 -7.145 -0.10
C -4.094 -2.197 5.399 -1.60
Br -5.734 -3.232 5.294 0.55
Br -2.611 -3.106 4.536 0.55
Br -4.330 -0.394 4.718 0.54
H -3.841 -2.108 6.456 -0.03
C 9.297 -1.614 -4.674 -1.62
Br 8.985 -0.157 -3.430 0.54
Br 7.741 -1.963 -5.781 0.53
Br 10.891 -1.322 -5.742 0.57
H 9.472 -2.510 -4.078 -0.04
```

Max |F| ... 8.61 eV/A
HOMO energy ... -0.3427 Ha


(5)
ORCA calculation (ωB97M-V/def2-TZVPD) on a structure of composition C28H32AsN4S3V at a distorted geometry.

```
69
Properties=species:S:1:pos:R:3:nbo_charge:R:1
V 0.496 -0.215 -0.458 0.89
S 0.392 2.143 -0.031 -0.21
C -1.302 1.795 0.055 -0.17
S -1.729 0.117 0.310 -0.29
C -2.294 2.757 -0.098 -0.50
C -3.687 2.409 -0.095 0.33
N -4.805 2.125 -0.102 -0.40
C -1.970 4.138 -0.332 0.33
N -1.715 5.244 -0.537 -0.40
C -0.156 -3.017 -1.380 -0.35
N 1.211 -3.463 -1.488 -0.44
C 2.014 -2.628 -2.356 -0.39
C 1.846 -3.779 -0.213 -0.23
C 2.292 -2.679 0.763 -0.09
C 3.189 -3.153 1.727 -0.19
C 3.705 -2.328 2.712 -0.25
C 3.332 -0.991 2.716 -0.25
C 2.439 -0.531 1.756 -0.21
C 1.851 -1.335 0.748 -0.53
H -0.629 -2.967 -2.365 0.19
H -0.307 -2.040 -0.903 0.12
H -0.722 -3.708 -0.754 0.21
H 1.597 -2.641 -3.369 0.19
H 3.031 -3.021 -2.401 0.20
H 2.095 -1.578 -2.045 0.17
H 2.735 -4.370 -0.449 0.19
H 1.165 -4.459 0.310 0.19
H 3.488 -4.199 1.705 0.18
H 4.394 -2.720 3.452 0.19
H 3.729 -0.308 3.461 0.20
H 2.160 0.516 1.806 0.21
C 0.250 0.391 5.347 -0.97
As -0.485 0.454 3.517 0.95
C -0.874 -1.469 3.455 -0.96
C -2.281 1.040 4.037 -0.97
H -0.424 -0.138 6.025 0.20
H 0.410 1.407 5.711 0.21
H 1.213 -0.123 5.324 0.22
H -1.288 -1.806 4.408 0.20
H 0.052 -2.003 3.238 0.23
H -1.586 -1.660 2.653 0.23
H -2.670 0.437 4.860 0.20
H -2.940 0.953 3.173 0.24
H -2.237 2.087 4.339 0.22
N -0.162 0.153 -2.653 -1.18
S -0.873 1.322 -3.431 1.14
C -2.578 0.922 -3.779 -0.19
C -3.284 1.554 -4.798 -0.23
C -4.628 1.264 -4.963 -0.21
C -5.256 0.365 -4.104 -0.20
C -4.545 -0.234 -3.079 -0.17
C -3.191 0.039 -2.908 -0.24
C -0.212 1.374 -5.095 -0.16
C -0.462 0.373 -6.021 -0.24
C 0.227 0.377 -7.226 -0.20
C 1.158 1.376 -7.489 -0.21
C 1.404 2.370 -6.559 -0.21
C 0.717 2.367 -5.346 -0.22
H -0.162 -0.719 -3.184 0.35
H -2.796 2.263 -5.455 0.22
H -5.189 1.745 -5.754 0.21
H -6.310 0.148 -4.229 0.21
H -5.040 -0.902 -2.385 0.22
H -2.629 -0.384 -2.083 0.26
H -1.196 -0.396 -5.810 0.23
H 0.040 -0.400 -7.957 0.21
H 1.698 1.373 -8.428 0.21
H 2.130 3.146 -6.763 0.22
H 0.907 3.132 -4.602 0.24
```

Relative energy (zero: lowest compared OMol25 entry of this formula, charge and spin) ... 34.59 kcal/mol
⟨S²⟩ ... 3.765
Max |F| ... 1.07 eV/A
Charge ... -1
Spin multiplicity ... 4
HOMO energy (spin up / spin down) ... -0.1324 / -0.1726 Ha


(6)
ORCA calculation (ωB97M-V/def2-TZVPD) on an isolated molecule of C3H3N3O at a distorted geometry.

```
10
Properties=species:S:1:pos:R:3:nbo_charge:R:1
O 2.560 -0.837 -0.064 -0.44
C 1.819 0.047 0.020 0.58
N 0.419 -0.166 -0.139 -0.26
C -0.560 0.733 -0.186 -0.11
C -1.674 -0.128 -0.011 -0.10
N -1.289 -1.410 -0.057 -0.22
N -0.007 -1.395 -0.076 -0.04
H 1.894 1.184 0.296 0.12
H -0.399 1.861 -0.145 0.25
H -2.761 0.110 0.364 0.23
```

Relative energy (zero: lowest compared OMol25 entry of this formula, charge and spin) ... 57.31 kcal/mol
Max |F| ... 4.01 eV/A
SMILES string ... O=Cn1ccnn1
HOMO energy ... -0.3713 Ha


(7)
ORCA calculation (ωB97M-V/def2-TZVPD) on an isolated molecule of C5H8O.

```
14
Properties=species:S:1:pos:R:3:nbo_charge:R:1
C -1.339 -0.928 -0.261 -0.61
C -0.581 0.344 -0.578 -0.21
C -0.114 1.282 0.501 -0.40
C 0.889 0.488 -0.288 -0.35
C 1.654 -0.588 0.426 0.44
O 2.399 -0.380 1.355 -0.51
H -0.963 -1.423 0.645 0.21
H -2.404 -0.712 -0.113 0.22
H -1.246 -1.642 -1.089 0.21
H -0.899 0.829 -1.499 0.21
H -0.259 0.985 1.541 0.22
H -0.166 2.351 0.321 0.22
H 1.502 1.018 -1.019 0.24
H 1.527 -1.623 0.058 0.11
```

Relative energy (zero: lowest compared OMol25 entry of this formula, charge and spin) ... 30.91 kcal/mol
Max |F| ... 0.46 eV/A
SMILES string ... C[C@H]1C[C@H]1C=O
HOMO energy ... -0.3605 Ha


(8)
ORCA calculation (ωB97M-V/def2-TZVPD) on a cluster of 8 separate species, C4H21NO10 in total at a distorted geometry.

```
36
Properties=species:S:1:pos:R:3:nbo_charge:R:1
O 2.689 0.773 -2.611 -0.50
C 2.851 1.190 -1.502 0.44
C 1.951 2.155 -0.760 -0.54
C 0.861 1.394 0.083 -0.23
N 0.440 0.104 -0.427 -0.70
C -0.309 -0.065 -1.563 0.89
O -0.321 -1.118 -2.170 -0.68
O -0.945 0.981 -2.104 -0.68
H 3.770 1.021 -0.896 0.09
H 1.504 2.926 -1.374 0.23
H 2.565 2.666 -0.017 0.22
H 0.013 2.070 0.114 0.24
H 1.238 1.261 1.088 0.24
H 1.062 -0.690 -0.288 0.43
H -0.914 1.790 -1.560 0.51
O -2.086 2.697 -0.322 -0.98
H -2.728 3.135 -0.888 0.48
H -2.546 2.582 0.523 0.52
O -1.882 -1.820 0.981 -0.98
H -1.878 -2.753 1.209 0.49
H -1.114 -1.616 0.436 0.49
O -3.819 0.940 1.043 -0.95
H -3.406 0.305 1.644 0.48
H -3.820 0.362 0.268 0.48
O -0.744 0.722 2.605 -0.96
H -1.109 0.360 3.412 0.47
H -0.901 0.100 1.881 0.48
O 2.577 -1.893 -0.510 -0.95
H 2.872 -2.295 0.315 0.47
H 3.402 -1.555 -0.876 0.49
O -0.651 -3.488 -0.864 -0.97
H -1.120 -3.129 -1.622 0.50
H 0.248 -3.166 -0.993 0.48
O 0.961 -1.766 2.194 -0.93
H 1.274 -2.205 1.396 0.45
H 0.016 -1.973 2.154 0.47
```

Relative energy (zero: lowest compared OMol25 entry of this formula, charge and spin) ... 5.34 kcal/mol
Max |F| ... 1.67 eV/A
SMILES string ... O=CCCNC(=O)O.O.O.O.O.O.O.O
HOMO energy ... -0.3600 Ha